This record from the Open Molecules 2025 dataset describes C2H6B2BrNO3PSYb as an isolated structure at a distorted geometry. The level of theory is wB97M-V/def2-TZVPD.

Last column: Mulliken charge in e.
Positions of all 18 atoms, in Å:
C (-1.85, -0.29, -0.84)  -0.808
B (-0.36, -0.89, -0.51)  -0.028
O (-0.10, -2.30, -0.98)  -0.470
B (0.89, -0.11, 0.23)  0.496
S (2.12, -1.49, 0.74)  -0.304
O (1.65, 0.72, -0.75)  0.091
C (1.10, 2.07, -0.87)  0.233
N (0.38, 3.15, -1.11)  -0.312
P (0.44, 0.80, 1.86)  -0.044
O (-0.04, -0.49, 2.98)  -0.463
Br (-1.36, 2.15, 1.68)  -0.251
H (-2.20, -0.79, -1.86)  0.245
H (-1.88, 0.88, -0.97)  0.263
H (-2.64, -0.65, -0.04)  0.258
H (-0.10, -2.18, -2.00)  0.248
H (2.69, -0.99, 1.93)  0.132
H (-0.84, -0.13, 3.50)  0.290
Yb (2.12, 0.54, -3.00)  1.426

Output
energy: -132842.437 eV
HOMO: -10.444 eV
net charge: +1
2S+1: 1